# 1
Below is a cluster of 11 separate species, C20H56B7F28N4O4 in total at a distorted geometry, with properties calculated with wB97M-V/def2-TZVPD.

```
119
Properties=species:S:1:pos:R:3:forces:R:3:mulliken_charge:R:1
C 3.7644 -7.3339 -2.1311 -0.1 1.7 0.9 -0.965
N 3.2174 -7.3166 -3.5543 0.4 -2.5 1.7 0.122
C 3.5915 -8.7308 -4.0248 -0.6 0.0 -0.1 -0.972
C 1.6760 -7.1453 -3.4091 0.7 1.3 -1.3 -0.885
C 3.8935 -6.3272 -4.4853 -0.2 -1.1 -0.7 -0.602
C 3.9557 -4.8771 -4.1778 1.1 0.7 1.0 -0.483
O 5.1027 -4.6362 -3.3659 -0.2 -0.4 0.4 -0.536
H 3.6134 -6.3370 -1.7169 -0.3 0.0 0.0 0.415
H 4.8309 -7.4676 -1.9498 0.1 -0.4 -1.1 0.329
H 3.2358 -8.0517 -1.5039 -0.2 0.0 -0.4 0.440
H 3.1716 -8.9826 -4.9986 -0.2 0.3 0.1 0.377
H 3.2289 -9.4155 -3.2581 -0.2 0.0 -0.2 0.400
H 4.6683 -8.8873 -4.0890 0.0 0.6 0.1 0.400
H 1.3437 -6.9385 -4.4264 -0.2 0.3 0.1 0.408
H 1.5420 -6.2773 -2.7636 -0.1 0.0 -0.3 0.377
H 1.0070 -7.9262 -3.0476 1.2 -0.7 0.3 0.289
H 3.4314 -6.4917 -5.4586 -0.3 0.0 0.1 0.456
H 4.9137 -6.6977 -4.5860 0.1 0.1 0.2 0.385
H 3.1019 -4.4831 -3.6266 -0.5 0.0 -0.6 0.294
H 4.2319 -4.3399 -5.0851 -1.2 -0.1 -0.5 0.438
H 5.1339 -3.6771 -3.3405 0.6 0.3 0.4 0.310
C 3.3574 0.9112 1.0103 -1.9 0.0 1.3 -0.853
N 1.8482 0.8079 0.8592 -2.0 -1.9 -1.7 -0.064
C 1.5953 0.6679 -0.6710 0.8 0.1 0.1 -0.966
C 1.2731 -0.5003 1.4292 -0.1 0.9 -0.6 -1.000
C 1.0677 1.9614 1.4594 1.8 2.1 0.1 -0.530
C 1.3139 2.3235 2.9583 -1.7 -0.5 -0.2 -0.831
O 0.6167 1.4627 3.8792 1.4 -0.5 -0.5 -0.506
H 3.7473 -0.0346 0.6340 0.3 0.4 0.2 0.384
H 3.3583 0.9977 2.0968 1.4 -0.1 -0.1 0.425
H 3.7224 1.8062 0.5064 0.0 -0.2 0.0 0.336
H 0.6330 0.2713 -0.9948 -0.4 0.7 0.7 0.357
H 2.2859 -0.0862 -1.0482 0.3 0.0 0.4 0.444
H 1.8885 1.5903 -1.1723 -0.4 0.1 0.2 0.443
H 1.3786 -0.5708 2.5118 0.4 0.0 -0.2 0.343
H 1.6772 -1.3212 0.8368 0.2 0.0 0.5 0.463
H 0.2139 -0.4036 1.1906 0.0 -0.2 0.2 0.404
H 0.0121 2.0904 1.2203 0.0 -1.3 -0.3 0.620
H 1.5365 2.7733 0.9034 -0.1 0.5 0.1 0.347
H 0.8570 3.2922 3.1606 0.3 0.4 -0.7 0.389
H 2.3815 2.4367 3.1467 -0.2 -0.5 0.6 0.470
H -0.3209 1.6687 3.8736 -0.2 0.2 0.0 0.323
C -4.3141 -3.8829 0.1881 -0.7 0.7 -0.6 -1.036
N -4.5983 -5.2588 0.7626 0.2 2.6 0.4 -0.119
C -3.7581 -6.1543 -0.1786 -1.4 -1.5 2.5 -0.821
C -4.0915 -5.1989 2.2651 -0.1 -0.4 -2.1 -0.838
C -6.1258 -5.5787 0.9018 1.1 -0.2 -1.6 -0.419
C -7.0270 -5.5902 -0.4277 0.1 0.2 1.5 -0.624
O -6.9210 -4.4290 -1.1696 0.7 1.1 -0.8 -0.476
H -3.2385 -3.7691 0.0532 -0.2 -0.2 -0.1 0.414
H -4.6637 -3.0048 0.7311 -0.2 -0.5 0.8 0.418
H -4.8738 -3.8093 -0.7444 0.6 -0.2 -0.2 0.455
H -4.3104 -6.3563 -1.0964 0.2 0.2 0.1 0.292
H -3.7314 -7.0086 0.4978 0.2 -0.9 -0.8 0.400
H -2.7098 -5.8959 -0.3279 -0.4 0.9 0.1 0.397
H -4.2654 -6.1690 2.7305 0.5 0.0 -0.2 0.361
H -4.6747 -4.4575 2.8112 0.2 0.2 -0.4 0.374
H -3.0528 -4.9034 2.1170 0.0 -0.2 0.8 0.449
H -6.4838 -4.8237 1.6019 0.0 0.0 -0.2 0.361
H -6.0410 -6.5422 1.4044 -0.8 -0.1 -0.1 0.373
H -8.0637 -5.5572 -0.0926 0.0 -1.1 0.5 0.438
H -6.8556 -6.4234 -1.1092 0.2 -0.3 0.4 0.294
H -7.7008 -3.8783 -1.0687 0.1 0.0 0.0 0.305
C -3.4828 7.4900 0.3061 0.0 0.8 0.9 -0.883
N -2.5198 8.4422 1.0752 -0.9 -1.0 -0.4 -0.084
C -2.9443 8.6724 2.5292 0.5 0.5 0.1 -0.860
C -1.1968 7.6965 1.1285 -0.6 0.4 0.4 -1.123
C -2.4216 9.7859 0.3955 1.2 0.4 -0.8 -0.629
C -1.5847 9.8179 -0.9494 -1.8 -0.6 0.9 -0.576
O -0.2172 9.8058 -0.7232 0.7 0.6 0.4 -0.497
H -3.2017 7.4336 -0.7455 0.1 0.2 0.2 0.357
H -4.4957 7.8664 0.4488 0.1 0.1 -0.2 0.338
H -3.4399 6.4952 0.7497 0.2 0.1 0.1 0.442
H -2.2583 9.4582 2.8456 -0.4 0.2 0.2 0.416
H -2.7703 7.8706 3.2468 0.2 -0.6 -0.7 0.404
H -3.9880 8.9476 2.6814 0.1 0.3 -0.7 0.296
H -0.9235 7.2713 0.1628 -0.2 0.2 0.0 0.440
H -1.4712 6.9257 1.8487 0.9 -0.2 -0.1 0.600
H -0.4442 8.4050 1.4745 0.1 -0.4 0.1 0.345
H -1.9233 10.4991 1.0521 0.6 -0.5 0.3 0.401
H -3.3861 10.2927 0.3611 -0.4 -0.8 -0.6 0.511
H -1.8692 10.7327 -1.4692 -0.3 0.1 0.0 0.412
H -1.7188 8.9565 -1.6037 -1.2 -0.1 -0.1 0.360
H 0.0634 9.9392 -1.6315 1.2 -0.1 0.1 0.327
B -1.2395 8.1406 8.1027 -1.6 -0.1 -0.7 0.591
F -0.9456 7.0660 7.3058 0.6 -1.0 -1.3 -0.379
F -0.6545 8.0077 9.2885 1.5 -0.3 2.9 -0.359
F -0.8476 9.3411 7.5402 0.2 1.1 -0.9 -0.414
F -2.6465 8.1286 8.2888 -0.7 0.4 0.0 -0.438
B -4.3522 1.6715 3.5027 -1.5 0.9 -0.6 0.632
F -3.3937 2.2792 4.3000 0.8 -0.8 0.4 -0.386
F -3.8823 1.4525 2.1985 1.0 -1.0 -0.2 -0.416
F -5.0691 0.5861 4.0404 1.2 -1.1 0.4 -0.419
F -5.3639 2.5893 3.3214 -1.4 1.9 -0.1 -0.407
B 7.8977 4.2609 3.6166 0.4 -0.5 1.1 0.619
F 6.5662 4.5998 3.3992 -0.6 -0.2 -1.2 -0.408
F 8.0511 4.4422 4.9802 0.2 -0.3 2.0 -0.414
F 8.3312 2.9979 3.2303 -1.1 -1.9 -0.1 -0.419
F 8.8494 5.0192 3.0385 1.1 2.8 -1.7 -0.378
B -2.2436 -3.9491 -5.5867 0.8 1.8 1.7 0.543
F -3.1064 -3.5833 -6.4843 -3.0 1.3 -4.4 -0.334
F -1.1531 -4.5339 -6.1388 2.2 -0.8 -0.6 -0.392
F -1.9831 -2.7789 -4.8316 1.2 0.3 0.6 -0.436
F -2.8854 -4.8005 -4.7822 -1.2 -3.0 2.8 -0.379
B 1.8355 -6.0995 2.9603 -0.6 -0.9 -0.6 0.581
F 1.4472 -5.5874 1.7342 -0.8 0.4 -1.7 -0.413
F 2.0652 -5.0941 3.7851 0.9 2.6 2.1 -0.344
F 0.8383 -6.8825 3.5077 -1.6 -1.1 0.3 -0.422
F 2.9267 -6.8865 2.7657 1.9 -1.2 -0.4 -0.401
B -0.0957 4.7444 -3.9437 0.2 0.1 -1.6 0.618
F -0.9781 5.7539 -4.3278 -0.3 1.7 0.0 -0.422
F -0.7548 3.9704 -3.0740 -1.1 -1.8 2.3 -0.351
F 0.0849 3.9788 -5.1290 1.0 0.1 0.1 -0.413
F 1.0676 5.2406 -3.3156 0.0 0.1 -0.6 -0.427
B 7.6407 0.3687 -3.8348 -0.6 1.9 0.4 0.584
F 7.6994 1.7342 -3.5094 -0.2 0.7 0.1 -0.417
F 6.4431 -0.1384 -3.3003 -0.6 -0.7 -0.2 -0.407
F 7.7417 0.2694 -5.2004 -0.5 -0.6 -1.5 -0.395
F 8.7059 -0.2262 -3.2730 1.8 -1.6 1.1 -0.365
```
Positions in Å, forces in eV/Å.

Properties
Total charge ... -3
HOMO level ... -0.1643 Ha
Gap between HOMO and LUMO ... 0.25943 Eh
LUMO ... 2.6 eV

# 2
Below is a cluster of 8 separate species, C20H56O8 in total at a distorted geometry, with properties calculated with wB97M-V/def2-TZVPD.

```
84
Properties=species:S:1:pos:R:3:forces:R:3:mulliken_charge:R:1
C -4.9713 2.4109 2.1136 0.3 0.8 0.7 -1.714
C -3.8754 1.6003 2.8125 -0.5 -0.9 0.6 0.993
C -2.4248 1.7928 2.4213 -0.3 0.6 -1.1 -0.650
O -3.9799 1.7441 4.2425 -0.2 0.5 -0.1 -0.614
H -4.9435 3.4785 2.3681 0.4 0.0 0.0 0.435
H -5.9121 2.0696 2.5464 -0.1 -0.2 -0.4 0.391
H -4.9550 2.3520 1.0298 0.0 -0.2 0.0 0.294
H -4.2676 0.5797 2.6914 0.7 -0.1 -0.3 -0.182
H -2.1709 2.8406 2.6152 0.2 -0.1 0.1 0.485
H -2.2700 1.6471 1.3491 -0.1 0.0 0.0 0.114
H -1.6967 1.1457 2.9041 -0.3 -0.1 0.4 0.103
H -3.7981 2.6764 4.4327 0.0 -0.2 0.1 0.372
C 0.9349 3.8108 -0.3501 0.3 -0.2 0.0 -1.203
C 0.8029 3.7725 1.1601 1.0 0.1 0.5 1.339
C 2.1694 4.0503 1.8031 0.2 -0.3 -0.2 -1.632
O -0.1693 4.7195 1.5822 -0.5 0.1 -0.1 -0.575
H 1.3760 2.8735 -0.6963 -0.3 -0.1 0.0 0.097
H 1.6325 4.5874 -0.6730 -0.3 0.3 0.0 0.383
H -0.0558 3.9436 -0.7791 0.1 0.0 -0.2 0.351
H 0.4826 2.7668 1.4459 -0.2 0.1 0.1 -0.291
H 2.2320 3.9744 2.8905 -0.4 0.0 0.0 0.430
H 2.5351 5.0391 1.5140 -0.1 0.0 0.0 0.442
H 2.8877 3.3195 1.4215 0.0 0.1 -0.1 0.343
H 0.1869 5.3306 2.2283 0.2 -0.1 0.1 0.323
C -5.1118 -0.5244 -0.1396 0.2 -0.3 -0.5 -0.935
C -3.8529 -1.0176 -0.8502 0.2 0.9 -0.3 0.563
C -3.6482 -0.3918 -2.2459 0.0 -0.6 1.1 -1.266
O -2.7187 -0.6365 -0.0590 -0.3 -0.5 0.4 -0.223
H -4.9691 0.5155 0.1376 0.2 0.0 0.1 -0.126
H -5.2827 -1.1280 0.7522 -0.3 0.1 0.0 0.301
H -5.9733 -0.5294 -0.8104 -0.1 -0.3 0.1 0.433
H -3.8226 -2.1066 -0.9641 -0.2 0.0 0.1 0.328
H -4.1855 -1.0299 -2.9453 0.2 0.3 -0.4 0.426
H -2.5685 -0.4002 -2.3881 -0.1 -0.1 -0.5 0.152
H -4.0013 0.6362 -2.3027 -0.1 0.0 0.0 0.332
H -2.8050 -1.1143 0.7876 0.3 0.2 0.1 0.060
C 4.4233 -0.2710 -0.6059 0.6 0.5 1.0 -0.893
C 5.1704 -0.1311 -1.9330 0.0 -0.3 0.7 1.448
C 5.8703 1.2116 -2.0635 -0.9 0.1 -0.8 -1.335
O 6.1713 -1.1556 -1.9448 -0.2 -0.4 0.0 -0.614
H 4.2402 -1.2956 -0.2831 0.0 -0.1 -0.5 0.304
H 3.4848 0.2747 -0.5091 0.0 0.0 -0.6 -0.075
H 5.0393 0.1591 0.1937 0.1 -0.1 0.0 0.363
H 4.4174 -0.2876 -2.7053 0.3 0.0 -0.4 -0.509
H 5.0806 1.9581 -2.2168 0.3 0.3 0.5 0.310
H 6.4622 1.2689 -2.9802 0.1 -0.2 0.0 0.363
H 6.5221 1.4144 -1.2184 -0.2 0.1 0.1 0.343
H 6.3810 -1.3926 -2.8511 0.0 0.1 0.0 0.337
C -1.1771 -3.3346 2.8037 -0.1 0.1 0.2 -0.922
C -2.1949 -2.5510 3.5897 -0.3 0.9 1.1 0.635
C -1.5587 -1.5692 4.5900 0.1 0.8 -0.7 -1.431
O -3.0013 -1.7891 2.6685 0.2 0.0 -0.2 -0.549
H -0.4683 -3.8022 3.4881 -0.2 -0.3 0.0 0.440
H -0.5829 -2.6523 2.1925 -0.2 0.0 -0.1 -0.107
H -1.6789 -4.0673 2.1737 0.2 -0.1 0.0 0.394
H -2.9090 -3.1357 4.1839 0.3 -0.6 -0.3 0.173
H -2.3127 -0.8482 4.9256 -0.1 -0.1 0.1 0.467
H -0.8168 -0.9655 4.0545 0.1 -0.1 0.1 0.225
H -1.0766 -1.9657 5.4817 -0.1 -0.5 -0.2 0.406
H -3.3384 -1.0298 3.1582 -0.1 0.0 -0.1 0.042
C 0.9147 -1.5526 -4.1865 1.1 -0.1 0.4 -1.111
C 2.2055 -1.1092 -4.8877 -0.3 1.5 -0.7 0.680
C 2.4704 0.4075 -4.8286 0.0 -0.3 0.3 -1.281
O 3.3075 -1.7991 -4.3172 -0.1 -0.5 0.4 -0.598
H 1.2684 -2.3127 -3.4854 -0.5 -0.2 -0.1 0.235
H 0.1855 -1.9501 -4.8841 -0.1 -0.1 0.1 0.325
H 0.4759 -0.7601 -3.5821 -0.1 0.1 -0.1 0.130
H 2.1382 -1.2957 -5.9641 0.0 -0.6 0.0 0.354
H 2.7029 0.7218 -3.8092 0.1 -0.1 0.0 0.176
H 1.6268 1.0158 -5.1563 -0.1 -0.2 -0.2 0.413
H 3.3268 0.6066 -5.4760 0.0 0.3 0.1 0.372
H 4.0888 -1.7495 -4.8730 -0.1 0.2 -0.2 0.292
C 1.4967 -4.7185 0.1032 0.0 -1.4 -0.9 -0.677
O 2.0472 -3.4391 0.2621 -0.1 0.2 0.1 -0.393
H 1.5644 -5.1041 -0.9237 0.1 0.4 -0.1 0.301
H 2.0220 -5.4875 0.6791 0.0 0.3 0.4 0.283
H 0.4287 -4.7881 0.3153 0.0 0.5 0.4 0.227
H 2.5927 -3.2386 -0.5020 0.0 0.0 0.0 0.261
C 0.6994 -0.5324 -0.1661 -0.3 -0.3 1.3 0.069
O -0.2633 0.4762 0.0121 0.1 1.1 -0.5 -0.181
H 1.0419 -0.7477 -1.1880 -0.4 0.1 0.0 -0.066
H 1.5724 -0.2180 0.4175 0.0 -0.1 -0.2 0.083
H 0.3011 -1.4280 0.3296 0.5 -0.2 -0.5 0.000
H -1.1717 0.1619 -0.1278 0.3 -0.3 -0.1 0.215
```
Positions in Å, forces in eV/Å.

Properties
Total charge ... 0
HOMO level ... -0.3498 Ha
Gap between HOMO and LUMO ... 0.36909 Eh
LUMO ... 0.5 eV
Structure (SMILES) ... CC(C)O.CC(C)O.CC(C)O.CC(C)O.CC(C)O.CC(C)O.CO.CO